[1]
This record from the OMol25 dataset describes C31H47IrNO4P2 as an isolated structure. The level of theory is ωB97M-V/def2-TZVPD.

Values from the calculation:
Orbital gap (spin up / spin down), eV: 6.09 / 3.85
LUMO energy (spin up / spin down), eV: -3.25 / -5.49
⟨S²⟩: 6.02

The geometry in ORCA input format:
```
! RIJCOSX wB97M-V def2-TZVPD def2/J DEFGRID3
* xyz 1 5
Ir -0.597 -3.447 0.726
C -1.175 -0.578 1.533
C -2.123 -1.564 1.871
C 0.005 -2.379 2.406
C 0.122 -1.058 1.803
C -1.431 -2.692 2.473
C -1.512 0.799 1.050
H -2.220 0.777 0.206
H -0.617 1.362 0.754
H -1.988 1.391 1.849
C 1.381 -0.282 1.692
H 1.450 0.208 0.710
H 2.248 -0.940 1.818
H 1.439 0.518 2.447
C 1.034 -3.081 3.219
H 0.641 -3.270 4.222
H 1.943 -2.478 3.260
H 1.278 -4.034 2.743
C -2.012 -3.735 3.364
H -1.541 -3.722 4.355
H -1.825 -4.706 2.896
H -3.091 -3.597 3.460
C -3.595 -1.393 1.901
H -3.900 -0.852 2.810
H -4.098 -2.365 1.906
H -3.958 -0.818 1.041
C 0.976 3.196 -2.101
C -0.347 3.085 -1.988
C -1.296 2.298 -2.837
C -0.685 1.166 -3.683
C -0.069 0.132 -2.726
C 1.278 0.120 -2.235
C 2.340 1.112 -2.359
C 1.961 2.489 -2.964
H -1.866 2.967 -3.499
H 0.011 1.536 -4.456
H -2.042 1.835 -2.164
H 1.662 2.388 -4.011
H 1.456 3.935 -1.428
H -0.859 3.687 -1.223
H 2.875 3.098 -2.920
H 2.741 1.298 -1.341
H 1.543 -0.730 -1.595
H 3.193 0.693 -2.926
H -1.531 0.703 -4.198
H -0.803 -0.058 -1.904
P -0.300 -1.827 -3.218
P -0.289 -5.142 -0.402
C -0.827 -3.221 -2.213
C 0.305 -4.188 -1.876
H -1.611 -3.750 -2.776
H -1.309 -2.782 -1.295
H 0.514 -4.907 -2.679
H 1.242 -3.681 -1.581
C 1.028 -6.319 -0.114
H 1.468 -6.098 0.867
H 1.787 -6.206 -0.902
H 0.605 -7.332 -0.118
C -1.770 -6.029 -0.946
H -1.623 -7.098 -0.756
H -1.973 -5.856 -2.010
H -2.621 -5.674 -0.350
C 1.229 -2.249 -4.104
H 1.774 -1.339 -4.387
H 0.971 -2.813 -5.012
H 1.878 -2.863 -3.471
C -1.517 -1.745 -4.578
H -2.539 -1.799 -4.186
H -1.355 -2.591 -5.258
H -1.417 -0.832 -5.175
O 1.534 4.985 0.047
C 1.210 4.451 1.153
O 0.849 3.279 1.416
C 1.285 5.461 2.287
C 0.814 5.152 3.585
C 0.798 6.116 4.593
C 1.255 7.424 4.320
C 1.795 7.729 3.050
C 1.803 6.762 2.056
N 1.138 8.444 5.302
O 0.635 8.160 6.415
O 1.538 9.598 5.020
H 0.466 4.145 3.795
H 0.430 5.875 5.584
H 2.188 8.725 2.877
H 2.217 7.021 1.081
*
```

=====

[2]
This record from the OMol25 dataset describes C31H47N2O13P4PbSe as an isolated structure. The level of theory is ωB97M-V/def2-TZVPD.

Values from the calculation:
Orbital gap (spin up / spin down), eV: 6.60 / 6.49
LUMO energy (spin up / spin down), eV: -4.20 / -4.35

The geometry in ORCA input format:
```
! RIJCOSX wB97M-V def2-TZVPD def2/J DEFGRID3
* xyz 1 1
Pb -1.007 0.339 0.532
C -2.070 4.281 4.366
C -1.700 3.228 3.324
O -0.564 2.475 3.733
P -1.371 3.961 1.683
O -2.524 5.001 1.419
O -0.088 4.887 1.856
O -1.164 2.911 0.667
P -3.099 2.077 3.001
O -3.610 1.720 4.473
O -4.125 2.933 2.285
O -2.590 0.848 2.314
H -1.281 5.033 4.449
H -2.181 3.791 5.331
H -3.002 4.786 4.120
H 0.201 3.066 3.769
H -3.383 4.530 1.536
H -0.288 5.822 1.991
H -4.572 1.743 4.551
C 3.048 1.931 1.834
C 3.314 1.194 2.981
C 2.396 0.271 3.461
C 1.182 0.063 2.800
C 0.992 0.802 1.655
C 1.857 1.730 1.138
C 0.139 -0.862 3.322
C 0.097 -1.215 4.694
C -0.900 -2.032 5.128
C -1.864 -2.523 4.218
C -2.927 -3.378 4.599
C -3.829 -3.807 3.670
C -3.709 -3.402 2.320
C -2.694 -2.579 1.925
C -1.754 -2.121 2.875
N -0.752 -1.293 2.466
H 3.763 2.661 1.477
H 4.245 1.341 3.511
H 2.628 -0.295 4.353
H 1.621 2.287 0.241
H 0.822 -0.812 5.384
H -0.971 -2.305 6.174
H -3.008 -3.682 5.634
H -4.639 -4.461 3.962
H -4.432 -3.751 1.594
H -2.594 -2.275 0.891
C 1.546 2.480 -5.660
C 1.579 2.419 -4.153
C 2.723 3.176 -3.522
O 1.743 1.007 -3.769
P 0.585 0.279 -3.007
O 0.178 0.906 -1.723
C 1.273 -1.386 -2.811
P 1.359 -1.965 -1.108
O 0.075 -1.764 -0.401
O 1.902 -3.432 -1.149
C 1.256 -4.666 -1.618
C 1.779 -4.977 -3.002
C -0.252 -4.602 -1.535
O 2.521 -1.167 -0.429
C 3.931 -1.289 -0.807
C 4.395 0.072 -1.273
C 4.667 -1.807 0.406
O -0.575 0.184 -4.060
C -1.990 0.117 -3.659
C -2.689 -0.726 -4.697
C -2.520 1.527 -3.554
H 1.395 3.510 -5.983
H 0.736 1.871 -6.057
H 2.489 2.125 -6.075
H 0.628 2.765 -3.735
H 3.676 2.790 -3.885
H 2.695 3.088 -2.436
H 2.659 4.232 -3.783
H 2.278 -1.399 -3.241
H 0.656 -2.073 -3.392
H 1.627 -5.408 -0.911
H 1.408 -4.266 -3.740
H 1.445 -5.970 -3.304
H 2.868 -4.965 -3.017
H -0.669 -3.878 -2.238
H -0.592 -4.343 -0.535
H -0.648 -5.584 -1.798
H 4.000 -2.017 -1.620
H 4.352 0.785 -0.450
H 3.776 0.446 -2.089
H 5.425 0.011 -1.624
H 4.533 -1.118 1.241
H 5.733 -1.889 0.190
H 4.294 -2.788 0.696
H -2.036 -0.372 -2.685
H -2.687 -0.231 -5.668
H -3.723 -0.889 -4.394
H -2.207 -1.698 -4.802
H -2.394 2.048 -4.505
H -2.006 2.081 -2.769
H -3.582 1.505 -3.311
Se -5.572 1.656 0.559
C -4.256 0.657 -0.180
N -3.400 0.017 -0.635
*
```

=====

[3]
This record from the OMol25 dataset describes a 7-piece molecular cluster, C31H47N3O4 overall. The level of theory is ωB97M-V/def2-TZVPD.

Values from the calculation:
SMILES: c1ccncc1.c1ccncc1.c1ccncc1.C1CCOC1.C1CCOC1.C1CCOC1.C1CCOC1
Orbital gap, eV: 9.82
LUMO energy, eV: 0.21

The geometry in ORCA input format:
```
! RIJCOSX wB97M-V def2-TZVPD def2/J DEFGRID3
* xyz 0 1
C -4.506 2.392 -4.353
C -4.100 2.603 -5.729
C -3.629 3.873 -6.075
N -3.689 4.963 -5.172
C -4.201 4.641 -3.942
C -4.590 3.488 -3.444
H -4.653 1.419 -3.907
H -4.191 1.749 -6.384
H -3.383 4.023 -7.116
H -4.244 5.468 -3.248
H -4.802 3.361 -2.393
C 5.701 -4.039 0.952
C 6.774 -4.373 1.759
C 7.680 -5.332 1.343
N 7.542 -5.943 0.165
C 6.551 -5.593 -0.646
C 5.547 -4.666 -0.268
H 4.870 -3.399 1.209
H 6.854 -3.933 2.743
H 8.463 -5.583 2.042
H 6.328 -6.127 -1.558
H 4.632 -4.442 -0.795
C 3.549 1.738 4.956
C 4.936 1.696 4.811
C 5.607 0.523 5.093
N 4.989 -0.423 5.851
C 3.648 -0.371 6.005
C 2.882 0.724 5.598
H 3.077 2.650 4.622
H 5.505 2.501 4.371
H 6.660 0.517 4.850
H 3.232 -1.193 6.568
H 1.855 0.875 5.895
C 0.509 1.555 -0.160
C -0.676 0.823 0.289
C -0.620 -0.617 -0.320
O 0.411 -0.456 -1.342
C 0.718 0.902 -1.519
H 1.412 1.244 0.366
H 0.335 2.629 -0.232
H -1.602 1.325 0.010
H -0.792 0.825 1.373
H -1.513 -1.026 -0.793
H -0.406 -1.287 0.513
H 0.099 1.330 -2.308
H 1.740 0.947 -1.896
C -5.573 6.476 4.821
C -4.172 6.469 5.327
C -3.373 5.430 4.444
O -4.351 5.144 3.354
C -5.716 5.269 3.858
H -5.725 7.255 4.074
H -6.419 6.458 5.507
H -4.276 6.110 6.350
H -3.645 7.423 5.301
H -3.168 4.537 5.034
H -2.441 5.738 3.970
H -6.127 4.362 4.300
H -6.323 5.539 2.993
C -7.632 -4.532 1.573
C -6.954 -3.238 1.927
C -8.063 -2.394 2.625
O -9.191 -3.323 2.784
C -8.750 -4.644 2.562
H -6.984 -5.404 1.484
H -8.031 -4.421 0.565
H -6.442 -2.840 1.052
H -6.323 -3.569 2.752
H -8.224 -1.523 1.991
H -7.768 -2.176 3.652
H -9.533 -5.227 2.076
H -8.461 -5.127 3.496
C 6.342 -1.744 -6.901
C 7.130 -3.073 -6.714
C 7.888 -3.309 -7.974
O 7.851 -2.059 -8.662
C 7.272 -0.985 -7.848
H 6.077 -1.292 -5.945
H 5.444 -2.089 -7.413
H 6.506 -3.905 -6.387
H 7.837 -3.085 -5.885
H 7.230 -3.950 -8.561
H 8.869 -3.729 -7.749
H 6.753 -0.174 -8.359
H 7.960 -0.378 -7.259
*
```

=====

[4]
This record from the OMol25 dataset describes C31H47N4NaOPS as an isolated structure. The level of theory is ωB97M-V/def2-TZVPD.

Values from the calculation:
Orbital gap, eV: 8.43
LUMO energy, eV: -2.26

The geometry in ORCA input format:
```
! RIJCOSX wB97M-V def2-TZVPD def2/J DEFGRID3
* xyz 1 1
Na 0.101 0.401 -2.472
N 1.237 -3.789 -2.917
C 2.524 -3.411 -2.575
C 3.682 -4.143 -2.342
C 4.805 -3.418 -1.999
C 4.778 -2.017 -1.899
C 3.626 -1.301 -2.142
C 2.482 -2.019 -2.487
N 1.199 -1.568 -2.766
C 0.503 -2.647 -3.002
C -0.941 -2.637 -3.242
C -1.748 -3.725 -3.385
S -3.364 -3.229 -3.582
C -2.860 -1.607 -3.449
N -1.586 -1.423 -3.275
H 0.909 -4.726 -3.074
H 3.709 -5.220 -2.416
H 5.731 -3.941 -1.806
H 5.683 -1.494 -1.627
H 3.607 -0.223 -2.064
H -1.485 -4.767 -3.384
H -3.570 -0.802 -3.519
C 3.238 0.249 3.519
C 1.973 -0.425 4.069
C 0.721 -0.048 3.263
C 1.088 0.078 1.782
C 2.027 1.290 1.588
C 2.879 1.560 2.833
P -0.168 0.063 0.430
C -0.989 -1.597 0.482
C -2.073 -1.859 1.541
C -2.374 -3.353 1.602
C -1.168 -4.111 2.176
C 0.149 -3.391 1.865
C 0.077 -2.720 0.499
C -1.566 1.237 0.769
C -1.272 2.612 0.146
C -2.373 3.598 0.513
C -2.339 3.902 2.020
C -1.732 2.737 2.807
C -2.135 1.398 2.199
H 3.732 -0.406 2.794
H 3.959 0.409 4.320
H 1.822 -0.147 5.113
H 2.096 -1.511 4.055
H 0.316 0.899 3.620
H -0.053 -0.797 3.434
H 1.675 -0.819 1.531
H 1.452 2.186 1.341
H 2.673 1.096 0.727
H 2.326 2.191 3.535
H 3.770 2.123 2.555
H -1.500 -1.643 -0.491
H -2.967 -1.281 1.301
H -1.755 -1.527 2.531
H -2.600 -3.706 0.591
H -3.264 -3.548 2.201
H -1.140 -5.123 1.766
H -1.279 -4.222 3.256
H 0.982 -4.095 1.904
H 0.357 -2.637 2.628
H -0.192 -3.479 -0.240
H 1.056 -2.341 0.194
H -2.357 0.792 0.146
H -1.171 2.511 -0.939
H -0.312 2.999 0.498
H -3.337 3.161 0.237
H -2.280 4.522 -0.063
H -3.349 4.105 2.379
H -1.761 4.809 2.204
H -2.040 2.787 3.854
H -0.642 2.820 2.811
H -3.226 1.350 2.157
H -1.828 0.578 2.843
C -2.126 5.335 -3.542
N -1.028 4.399 -3.348
C 0.235 4.843 -2.780
C -1.191 3.109 -3.622
O -0.338 2.248 -3.415
H -1.721 6.342 -3.577
H -2.849 5.279 -2.727
H -2.625 5.138 -4.488
H 0.269 5.929 -2.810
H 1.061 4.437 -3.361
H 0.338 4.508 -1.747
H -2.170 2.860 -4.051
*
```

=====

[5]
This record from the OMol25 dataset describes C31H47NO2OsP2S2 as an isolated structure. The level of theory is ωB97M-V/def2-TZVPD.

Values from the calculation:
Orbital gap (spin up / spin down), eV: 5.36 / 3.48
LUMO energy (spin up / spin down), eV: -6.19 / -9.52
⟨S²⟩: 6.04

The geometry in ORCA input format:
```
! RIJCOSX wB97M-V def2-TZVPD def2/J DEFGRID3
* xyz 2 5
Os 0.047 1.436 -0.136
C 0.899 2.662 -1.796
C -0.552 2.705 -1.812
C 0.184 3.604 0.217
C 1.348 3.188 -0.552
C -0.975 3.329 -0.578
C 1.774 2.252 -2.941
H 1.227 1.644 -3.666
H 2.643 1.681 -2.601
H 2.145 3.138 -3.474
C 2.767 3.342 -0.101
H 3.432 2.673 -0.653
H 2.859 3.105 0.963
H 3.112 4.373 -0.260
C 0.234 4.271 1.557
H 0.469 5.340 1.463
H 0.999 3.805 2.187
H -0.725 4.183 2.076
C -2.377 3.751 -0.256
H -2.520 4.809 -0.513
H -2.601 3.637 0.808
H -3.109 3.174 -0.827
C -1.430 2.408 -2.990
H -1.667 3.324 -3.551
H -2.375 1.956 -2.676
H -0.944 1.715 -3.682
C -0.135 -5.914 -1.998
C -0.358 -5.451 -3.234
C -1.597 -5.515 -4.087
C -2.933 -5.824 -3.376
C -3.286 -4.812 -2.312
C -2.888 -4.765 -1.035
C -1.988 -5.693 -0.263
C -1.083 -6.644 -1.076
H -1.443 -6.255 -4.888
H -2.917 -6.838 -2.974
H -1.695 -4.548 -4.601
H -1.693 -7.367 -1.620
H 0.852 -5.720 -1.578
H 0.477 -4.942 -3.717
H -0.490 -7.226 -0.360
H -1.349 -5.073 0.381
H -3.264 -3.930 -0.443
H -2.601 -6.293 0.429
H -3.721 -5.815 -4.138
H -3.929 -3.999 -2.650
P 0.440 -0.655 -0.930
P -1.612 0.392 0.995
C -0.622 -1.939 -0.073
C -1.140 -1.380 1.257
H -0.061 -2.870 0.065
H -1.460 -2.158 -0.745
H -1.979 -1.965 1.651
H -0.338 -1.360 2.001
C -2.009 0.967 2.693
H -2.457 1.967 2.690
H -1.094 0.986 3.293
H -2.702 0.243 3.129
C -3.293 0.240 0.250
H -3.871 -0.557 0.733
H -3.200 0.025 -0.818
H -3.833 1.183 0.361
C 2.142 -1.328 -0.737
H 2.891 -0.676 -1.200
H 2.165 -2.324 -1.185
H 2.361 -1.430 0.331
C 0.105 -1.076 -2.694
H -0.870 -0.676 -2.986
H 0.109 -2.162 -2.841
H 0.871 -0.635 -3.336
O 0.701 2.124 6.298
S 1.123 3.094 5.184
O -0.037 4.044 4.851
N 0.828 1.980 3.862
C 1.826 1.788 3.077
S 1.735 0.670 1.644
C 3.039 2.519 3.505
C 4.316 2.511 2.928
C 5.316 3.327 3.483
C 5.039 4.127 4.606
C 3.765 4.108 5.188
C 2.787 3.295 4.620
H 4.533 1.901 2.062
H 6.305 3.344 3.042
H 5.813 4.758 5.027
H 3.544 4.715 6.057
*
```

=====

no.,total energy (eV)
1,-63989.4011
2,-170263.0829
3,-45563.2850
4,-65456.8364
5,-81190.4090